(1)
# CH3IO2P

The ion CH3IO2P with charge -1 (the ωB97M-V functional and the def2-TZVPD basis, the OMol25 dataset).

```
! wB97M-V def2-TZVPD RIJCOSX def2/J DEFGRID3
* xyz -1 1
C -0.859 -0.503 -0.074
P 0.533 0.716 0.024
O 0.778 1.529 1.392
O 0.581 1.380 -1.297
I 2.386 -0.984 0.092
H -0.678 -1.167 -0.798
H -0.830 -0.817 1.007
H -1.911 -0.154 -0.347
*
```

Properties
LUMO energy	3.2	eV
frontier orbital gap	8.073	eV
energy relative to the best compared isomer or geometry (same formula, charge and spin)	67.8	kJ/mol
maximum force	0.1075	Eh/bohr
HOMO	-4.87	eV

(2)
# CH3IO4S

A cluster of 2 separate species, CH3IO4S in total (the ωB97M-V functional and the def2-TZVPD basis, the OMol25 dataset).

```
! wB97M-V def2-TZVPD RIJCOSX def2/J DEFGRID3
* xyz 0 1
C -0.262 1.771 0.879
O 0.163 -2.078 -2.490
O 0.349 -3.557 -0.511
O -0.349 0.831 -0.201
O -1.380 0.004 -0.130
S 0.137 -2.252 -1.074
I 1.916 -0.834 -0.080
H -0.587 1.367 1.883
H -0.750 2.603 0.637
H 0.763 2.145 1.088
*
```

Properties
LUMO energy (spin up / spin down)	-3.0 / -1.4	eV
frontier orbital gap (spin up / spin down)	6.899 / 8.285	eV
energy relative to the best compared isomer or geometry (same formula, charge and spin)	373.9	kJ/mol
maximum force	0.0893	Eh/bohr
HOMO (spin up / spin down)	-9.92 / -9.69	eV

(3)
# CH3IOP2

An isolated molecule of CH3IOP2 (the ωB97M-V functional and the def2-TZVPD basis, the OMol25 dataset).

```
! wB97M-V def2-TZVPD RIJCOSX def2/J DEFGRID3
* xyz 0 1
O 0.496 2.014 -0.398
P -0.553 1.311 0.660
P -2.025 0.754 -0.745
I -4.262 -0.154 0.078
C -0.684 -0.281 -0.134
H 0.478 2.970 -0.315
H -1.080 -1.038 0.558
H 0.191 -0.673 -0.611
*
```

Properties
LUMO energy	-0.6	eV
frontier orbital gap	8.202	eV
energy relative to the best compared isomer or geometry (same formula, charge and spin)	0.0	kJ/mol
maximum force	0.0579	Eh/bohr
HOMO	-8.80	eV

(4)
# CH3IOS

An isolated molecule of CH3IOS (the ωB97M-V functional and the def2-TZVPD basis, the OMol25 dataset).

```
! wB97M-V def2-TZVPD RIJCOSX def2/J DEFGRID3
* xyz 0 1
C -0.704 0.342 0.260
O 2.237 0.599 0.300
S 0.701 0.078 -0.867
I 0.677 -2.335 -0.800
H -0.460 -0.226 1.085
H -1.693 0.182 -0.335
H -0.758 1.360 0.358
*
```

Properties
LUMO energy	-1.4	eV
frontier orbital gap	8.050	eV
energy relative to the best compared isomer or geometry (same formula, charge and spin)	276.8	kJ/mol
maximum force	0.1096	Eh/bohr
HOMO	-9.49	eV

(5)
# CH3IS

An isolated molecule of CH3IS (the ωB97M-V functional and the def2-TZVPD basis, the OMol25 dataset).

```
! wB97M-V def2-TZVPD RIJCOSX def2/J DEFGRID3
* xyz 0 1
S 0.638 1.341 0.060
C -0.422 -0.149 0.380
I -2.573 0.073 -0.008
H -0.024 1.678 -0.987
H -0.187 -1.157 0.037
H -0.261 -0.220 1.394
*
```

Properties
LUMO energy	0.0	eV
frontier orbital gap	9.411	eV
energy relative to the best compared isomer or geometry (same formula, charge and spin)	10.5	kJ/mol
maximum force	0.0497	Eh/bohr
HOMO	-9.45	eV

(6)
# CH3InO

A structure of composition CH3InO (the ωB97M-V functional and the def2-TZVPD basis, the OMol25 dataset).

```
! wB97M-V def2-TZVPD RIJCOSX def2/J DEFGRID3
* xyz 2 1
In -14.677 -17.067 18.242
C -14.562 -23.215 18.627
O -14.599 -22.017 17.970
H -13.582 -23.678 18.737
H -14.951 -23.176 19.645
H -15.284 -23.920 18.216
*
```

Properties
LUMO energy	-15.3	eV
frontier orbital gap	4.963	eV
energy relative to the best compared isomer or geometry (same formula, charge and spin)	0.0	kJ/mol
maximum force	0.1233	Eh/bohr
HOMO	-20.24	eV

> energy relative to the best compared isomer or geometry (same formula, charge and spin) of number 1 (CH3IO2P)?

67.8 kJ/mol

> What is the formula in the third record?

CH3IOP2

> Which value of energy relative to the best compared isomer or geometry (same formula, charge and spin) does entry 4 give?

276.8 kJ/mol

> Which of these has the highest maximum force?

CH3InO